No. 1
Computed, not measured: a 3-piece molecular cluster, C5H18N2O2S overall in a non-equilibrium geometry, with wB97M-V/def2-TZVPD.

```
28
Properties=species:S:1:pos:R:3:forces:R:3
C 2.0455 0.4804 2.2857 4.72 2.58 4.06
C 2.4216 1.2361 1.0421 0.57 3.25 1.24
N 1.1318 1.6522 0.4563 0.74 -0.33 -0.77
C 0.4461 0.5391 -0.2106 1.01 -1.02 -0.43
C -1.0856 0.5821 0.1638 0.04 -0.66 -1.21
N -1.8196 0.4005 -1.0797 -2.23 1.54 -0.11
C -1.4579 -0.4629 1.2218 0.64 1.95 2.27
S -0.9993 -2.1467 0.8984 0.96 -1.50 0.78
H 1.1014 0.0632 2.3239 -1.34 -1.73 -0.12
H 3.0258 -0.0360 2.6236 -2.13 -0.44 -0.48
H 2.0348 1.2708 3.2378 -0.44 -1.68 -2.45
H 2.9270 2.2268 1.5606 -0.88 -2.22 -2.12
H 3.1998 0.7162 0.3992 -1.13 0.54 0.38
H 1.1828 2.4261 -0.2029 0.32 -0.07 0.30
H 0.6038 0.5645 -1.3686 -0.50 -0.22 1.99
H 1.0213 -0.4642 0.0939 -1.65 1.99 -0.47
H -1.3485 1.5898 0.5789 0.48 -0.83 -0.39
H -1.7332 -0.5021 -1.4493 0.89 -1.62 -0.67
H -2.8622 0.4607 -0.9893 1.27 0.43 0.35
H -0.8234 -0.0754 2.0798 -1.19 -0.81 -0.34
H -2.5569 -0.4118 1.5088 1.41 -0.06 -0.37
H 0.1215 -2.4401 1.7374 -1.50 0.90 -0.95
O 0.3029 2.6181 -2.9965 1.56 -1.05 1.45
H 0.2485 1.8033 -2.4202 -0.61 1.46 -1.33
H -0.5141 2.7724 -3.4375 -1.09 -0.28 -0.21
O -0.0993 -2.5297 -2.0387 -0.69 -0.38 -1.55
H -1.0088 -2.7002 -1.7634 0.34 -0.07 0.04
H 0.3364 -2.2408 -1.2585 0.43 0.33 1.12
```
Positions in Å, forces in eV/Å.

ΔE to the lowest compared entry with this formula, charge and spin ... 57.41 kcal per mole
Multiplicity ... 1
Gap between HOMO and LUMO ... 9.543 eV
SMILES ... CCNC[C@@H](N)CS.O.O
Total charge ... 0
E_LUMO ... 0.015 Eh


No. 2
Computed, not measured: a 4-piece molecular cluster, C5H18N2O4 overall in a non-equilibrium geometry, with wB97M-V/def2-TZVPD.

```
29
Properties=species:S:1:pos:R:3:forces:R:3
C -0.2565 2.9452 -0.3407 0.14 -0.47 0.19
C -0.8659 1.6801 0.2651 -0.18 0.26 0.04
N -0.0399 1.0917 1.3142 0.59 0.04 -1.26
C 0.8373 0.0669 1.0813 -0.67 -1.35 1.44
O 1.5902 -0.2948 1.9901 0.49 0.33 -0.30
C 0.6845 -0.8293 -0.1332 0.58 2.36 -1.64
C 1.3104 -0.0619 -1.3515 -0.43 -0.16 0.01
N 1.3719 -2.0863 0.0210 -0.42 0.01 0.34
H 0.8221 2.8256 -0.4318 0.02 -0.10 -0.33
H -0.7024 3.1830 -1.3045 0.04 0.05 -0.03
H -0.3912 3.7722 0.3281 -0.20 0.60 0.33
H -1.8468 1.8876 0.6970 0.00 0.14 0.00
H -1.0555 0.9594 -0.5203 0.05 -0.20 0.07
H 0.3511 1.7474 1.9817 -0.17 0.00 0.40
H -0.3724 -0.7610 -0.3912 0.16 -1.25 0.41
H 0.6021 0.6687 -1.7502 0.32 0.41 0.30
H 1.4427 -0.7287 -2.2040 0.28 -0.33 0.31
H 2.2616 0.3779 -1.0573 0.06 0.13 -0.31
H 1.6653 -2.1721 0.9891 -0.06 -0.24 -0.07
H 0.7954 -2.8583 -0.2804 -0.01 -0.08 0.17
O -1.9174 -2.0010 -0.4837 0.26 0.21 0.04
H -2.8240 -2.0781 -0.7816 -0.17 -0.42 0.06
H -1.8077 -2.4221 0.3721 -0.38 -0.01 0.07
O -2.6589 -3.3025 -2.7883 0.37 -0.46 -0.37
H -2.4179 -2.8235 -3.5798 -0.34 0.54 -0.39
H -1.8876 -3.8827 -2.7380 -0.22 -0.13 0.53
O 1.7905 2.0265 3.4725 0.12 -0.25 0.20
H 2.0294 1.1046 3.2389 -0.25 0.27 -0.18
H 1.4897 1.9654 4.3853 0.02 0.10 -0.04
```
Positions in Å, forces in eV/Å.

ΔE to the lowest compared entry with this formula, charge and spin ... 25.75 kcal per mole
Multiplicity ... 1
Gap between HOMO and LUMO ... 9.399 eV
SMILES ... CCNC(=O)[C@@H](C)N.O.O.O
Total charge ... 0
E_LUMO ... 0.015 Eh


No. 3
Computed, not measured: a 4-piece molecular cluster, C5H18N2O4 overall in a non-equilibrium geometry, with wB97M-V/def2-TZVPD.

```
29
Properties=species:S:1:pos:R:3:forces:R:3
C -2.1596 -0.7446 0.6857 0.04 1.51 -2.44
C -1.2102 -1.4648 1.5745 -0.74 -1.53 3.71
C 0.2637 -1.1531 1.7181 2.61 -1.20 -2.11
N 0.9215 -0.6024 0.5093 -0.88 0.54 0.63
C 2.1477 0.1759 0.7619 0.35 -1.62 -1.67
C 2.3041 1.6335 0.2797 -1.48 1.02 0.69
N 1.0910 2.3059 0.2820 -0.18 -0.59 0.10
O 3.3090 2.2052 -0.0720 0.53 -1.13 -0.45
H -3.2267 -0.8869 0.8486 0.15 -0.57 0.33
H -2.0994 0.3593 0.5259 0.51 -0.53 1.09
H -1.9422 -1.0427 -0.3523 -0.37 -0.40 0.06
H -1.4545 -2.5687 1.6603 0.72 0.85 -1.39
H -1.4710 -1.3510 2.6401 -0.65 0.79 -0.06
H 0.8555 -2.1029 1.8380 -0.94 0.40 0.55
H 0.5987 -0.5435 2.5456 -0.78 0.44 0.66
H 0.2449 -0.2542 -0.1536 0.47 0.51 -0.01
H 2.8778 -0.4269 0.2027 0.64 0.70 0.13
H 2.4420 0.0156 1.7885 0.06 0.45 0.50
H 0.5735 2.2466 1.1452 -0.52 -0.15 -0.37
H 0.9637 3.1301 -0.2791 0.39 0.31 0.36
O -2.0983 2.7233 -0.1209 -0.12 0.47 0.82
H -2.9234 3.2287 -0.2283 0.63 -0.60 -0.50
H -1.8294 2.2514 -0.9103 -0.43 0.20 -0.35
O -0.8946 -2.5571 -3.2999 -0.42 -0.50 -0.36
H -0.1316 -2.4156 -2.7470 0.19 0.27 0.33
H -1.1597 -1.7211 -3.6875 0.17 0.20 0.14
O 0.9938 -0.0047 -2.2791 -0.47 0.18 -0.25
H 1.8578 0.3212 -2.0261 0.30 0.05 0.00
H 1.1555 -0.7565 -2.8502 0.24 -0.05 -0.15
```
Positions in Å, forces in eV/Å.

ΔE to the lowest compared entry with this formula, charge and spin ... 62.67 kcal per mole
Multiplicity ... 1
Gap between HOMO and LUMO ... 8.609 eV
SMILES ... CCCNCC(N)=O.O.O.O
Total charge ... 0
E_LUMO ... 0.014 Eh


No. 4
Computed, not measured: C5H19MnN8O5 as an isolated structure in a non-equilibrium geometry, with wB97M-V/def2-TZVPD.

```
38
Properties=species:S:1:pos:R:3:forces:R:3
Mn -0.5410 2.0986 3.0921 0.71 -2.58 -2.74
C -1.3682 0.4812 0.3834 -0.66 1.44 -0.56
O -0.6180 0.7278 1.5131 1.14 1.39 2.87
H -1.2871 1.3631 -0.2519 -0.74 0.45 -0.11
H -1.0353 -0.2749 -0.3276 0.26 -0.87 0.79
H -2.3954 0.3000 0.7000 -0.06 0.02 -0.54
C -3.1448 -2.8723 0.3881 2.33 -0.72 0.50
O -2.0391 -2.7431 0.8848 1.03 -0.68 0.57
N -3.8860 -1.8753 0.1244 -3.07 5.55 -0.60
N -3.7337 -3.9542 -0.0428 0.08 -4.56 -0.52
H -4.7064 -2.0018 -0.4510 0.22 0.73 0.28
H -3.5359 -0.9790 0.4312 -0.63 -0.15 -0.43
H -3.1802 -4.7948 0.0407 -0.55 -0.14 -0.12
H -4.7046 -3.9925 -0.3186 0.47 -0.19 0.18
C 2.4588 1.2415 3.7330 3.37 -2.21 1.98
O 1.3703 1.6758 3.4733 -4.07 2.18 -1.35
N 2.9994 0.1286 3.2557 -0.83 -0.01 -0.88
N 3.2303 1.7500 4.6812 0.41 1.69 1.56
H 3.9286 -0.0316 3.6177 -0.09 -0.68 -1.13
H 2.5949 -0.1791 2.3829 0.60 -0.81 -0.08
H 3.8922 1.1452 5.1463 0.04 0.53 0.00
H 2.9519 2.6128 5.1263 0.13 -0.30 0.16
C -0.1434 2.2872 -3.3767 0.79 2.07 -0.46
O -0.0592 3.3161 -2.7220 -0.29 -0.16 0.87
N 0.0046 2.2963 -4.6897 0.20 0.99 -3.66
N -0.3012 1.0628 -2.9453 -0.78 -2.62 2.36
H -0.1149 1.5065 -5.3078 0.02 0.10 0.42
H 0.0918 3.1845 -5.1626 -0.02 -0.14 0.30
H -0.2591 0.9436 -1.9433 -0.01 -0.34 -0.44
H -0.2531 0.2836 -3.5861 0.12 0.12 0.57
C 1.9731 -0.4988 -1.3597 3.04 1.98 1.03
O 2.7300 -0.3169 -2.2539 2.06 1.38 -3.10
N 2.0489 0.2243 -0.2309 -0.57 1.69 2.53
N 1.3158 -1.5880 -1.2999 -4.36 -4.78 -0.11
H 2.6182 1.0581 -0.2020 -0.20 -0.17 -0.56
H 1.3004 0.2015 0.4468 -0.19 0.06 -0.02
H 0.4562 -1.6867 -0.7788 0.17 -0.17 0.26
H 1.3411 -2.1001 -2.1701 -0.07 -0.08 0.16
```
Positions in Å, forces in eV/Å.

ΔE to the lowest compared entry with this formula, charge and spin ... 105.86 kcal per mole
Multiplicity ... 6
Gap between HOMO and LUMO (alpha / beta) ... 5.924 / 5.863 eV
Expectation value of S² ... 8.76
Total charge ... +1
E_LUMO (alpha / beta) ... -0.208 / -0.211 Eh


No. 5
Computed, not measured: C5H19N3O4Rb as an isolated structure in a non-equilibrium geometry, with wB97M-V/def2-TZVPD.

```
32
Properties=species:S:1:pos:R:3:forces:R:3
Rb -2.7524 -3.5644 -1.1288 0.04 0.04 0.00
C -4.2041 0.7027 3.8330 0.97 0.09 -1.87
O -4.0950 -0.5040 3.7328 -0.68 -0.48 0.01
N -3.8690 1.4427 4.8514 1.19 0.04 4.74
N -4.4595 1.5888 2.8644 -1.39 0.82 -3.71
H -3.5476 0.9026 5.6420 0.08 0.66 0.23
H -3.8344 2.4520 4.8354 -0.04 -0.59 0.35
H -4.3020 2.5756 3.0112 -0.25 -0.44 -0.19
H -4.8061 1.3303 1.9517 0.14 -0.11 0.35
C 2.8184 4.2323 -0.9281 -0.49 -0.12 0.98
C 3.1070 2.6762 -0.8585 -1.13 1.82 -0.78
C 1.8459 1.7749 -0.8352 -0.46 1.14 2.16
O 2.0361 0.4486 -0.3975 1.17 -2.27 -0.36
C 2.5103 0.2209 0.9354 -0.09 0.59 0.48
N 3.7064 2.5028 -2.1278 0.94 -1.04 -1.99
H 3.7478 4.7992 -0.9816 0.28 -0.24 0.49
H 2.2079 4.6369 -0.1209 0.24 -0.16 0.39
H 2.3213 4.6129 -1.8203 -0.28 -0.95 -0.37
H 3.8766 2.4396 -0.1236 -0.66 0.11 0.90
H 1.3177 1.8238 -1.7874 0.65 -0.59 -0.35
H 1.0697 2.1287 -0.1566 0.09 0.93 0.43
H 3.3684 0.8423 1.1913 -0.54 0.74 0.19
H 2.9226 -0.7283 1.2777 0.10 -0.99 -1.86
H 1.6906 0.2044 1.6537 -0.31 1.26 0.14
H 4.0611 1.5613 -2.2161 0.24 -0.14 -0.26
H 4.4772 3.1467 -2.2344 0.19 -0.12 -0.17
O 0.7561 -8.5838 -0.9367 -0.02 0.26 -0.19
H 1.1555 -9.3362 -0.5001 0.17 -0.22 0.08
H -0.0434 -8.4139 -0.4384 -0.17 -0.05 0.13
O -4.0262 -5.8543 -5.8997 0.19 0.16 0.30
H -4.7423 -6.3353 -5.4849 -0.18 -0.19 0.04
H -4.3149 -5.7261 -6.8033 -0.02 0.05 -0.29
```
Positions in Å, forces in eV/Å.

ΔE to the lowest compared entry with this formula, charge and spin ... 39.28 kcal per mole
Multiplicity ... 1
Gap between HOMO and LUMO ... 6.658 eV
Total charge ... +1
E_LUMO ... -0.151 Eh


No. 6
Computed, not measured: a 4-piece molecular cluster, C5H19NO5 overall in a non-equilibrium geometry, with wB97M-V/def2-TZVPD.

```
30
Properties=species:S:1:pos:R:3:forces:R:3
N 1.4410 1.3077 -0.3537 0.92 0.24 0.01
C 0.8490 0.2381 0.4730 0.15 -0.93 0.10
C 1.5429 0.1366 1.8631 0.87 1.07 -2.65
O 2.9106 -0.0943 1.5380 1.33 -0.03 0.95
C -0.6526 0.4856 0.6755 0.63 -0.38 0.24
C -1.4714 -0.7950 0.6841 0.72 -1.67 1.14
C -1.6485 -1.3991 -0.7175 1.05 0.59 -0.06
O -2.2212 -0.4474 -1.5798 0.86 1.63 -1.50
H 2.4578 1.1421 -0.5268 -1.18 0.09 0.39
H 1.3787 2.2200 0.1363 -0.03 -0.79 -0.41
H 1.0020 -0.7676 -0.0889 -0.13 1.69 0.92
H 1.1716 -0.6557 2.4118 -1.01 -1.63 1.30
H 1.4719 1.0722 2.3850 -0.35 0.55 0.38
H 3.4934 -0.1581 2.3281 -0.83 0.07 -0.71
H -1.0098 1.1005 -0.1266 -0.21 0.45 -0.40
H -0.8161 1.0667 1.5907 -0.02 -0.13 -0.03
H -2.4374 -0.5512 1.1013 -0.42 -0.10 0.06
H -1.0045 -1.5993 1.3899 -0.67 1.30 -1.14
H -2.3289 -2.2350 -0.7474 -0.03 -0.48 0.38
H -0.6651 -1.7122 -1.1326 -0.48 -0.08 0.28
H -1.5092 0.1666 -2.0361 -1.29 -1.49 0.95
O -0.2737 1.0403 -2.6692 0.05 -2.43 -0.22
H -0.4602 1.9281 -2.8267 -0.54 2.38 -0.45
H 0.4125 1.0344 -1.9923 0.63 0.27 0.65
O -3.7088 1.3435 -0.2264 0.94 -0.80 -0.51
H -4.5193 1.3446 -0.7286 -0.49 0.15 -0.11
H -3.1555 0.6650 -0.7376 -0.67 0.80 0.64
O 3.0268 -2.2781 -0.0287 -0.10 0.07 0.01
H 2.9383 -1.4824 0.5413 0.40 -0.44 -0.34
H 3.7856 -2.1164 -0.5992 -0.10 0.02 0.11
```
Positions in Å, forces in eV/Å.

ΔE to the lowest compared entry with this formula, charge and spin ... 13.88 kcal per mole
Multiplicity ... 1
Gap between HOMO and LUMO ... 10.289 eV
SMILES ... N[C@@H](CO)CCCO.O.O.O
Total charge ... 0
E_LUMO ... 0.012 Eh


No. 7
Computed, not measured: a 6-piece molecular cluster, C5H19NO6 overall in a non-equilibrium geometry, with wB97M-V/def2-TZVPD.

```
31
Properties=species:S:1:pos:R:3:forces:R:3
O 1.7711 2.0490 0.3613 5.27 -1.35 -1.13
C 0.6590 2.5023 0.3895 -2.68 -0.49 2.63
C -0.3986 1.6891 1.0653 -0.42 -0.15 -1.98
C -1.0816 1.1243 -0.2414 -3.62 -1.43 1.30
C -0.7167 -0.3132 -0.5442 1.13 0.35 -1.21
C -1.5563 -1.3279 -0.8610 0.61 1.78 1.50
N 0.6927 -0.5204 -0.7590 -0.19 3.40 -0.14
H 0.3696 3.5106 0.3648 0.06 2.27 -0.54
H 0.0210 0.8975 1.7754 -0.48 1.23 -1.15
H -1.0905 2.4348 1.4556 -0.37 -0.48 0.77
H -2.2364 1.1463 -0.1449 1.25 -0.40 0.26
H -1.0009 1.8250 -1.0534 0.86 -0.01 -0.43
H -1.2744 -2.3303 -0.8669 1.15 -1.59 -0.61
H -2.6001 -1.2606 -0.8180 -1.32 0.72 0.17
H 0.9393 -1.4005 -0.5491 0.83 -4.28 0.45
H 1.4842 0.0486 -0.3584 -1.94 0.53 -0.16
H 1.1670 -1.4839 1.8706 0.27 -0.37 -1.78
H 1.8222 -1.6494 3.2365 -0.29 0.10 -0.33
O 1.0091 -1.3771 2.7832 0.10 0.19 2.26
H 0.9179 1.1863 -2.5034 1.57 -2.30 3.86
H 0.1164 1.0247 -3.7456 0.34 0.21 0.14
O 0.6337 1.6486 -3.2116 -1.48 2.66 -4.07
H -1.6156 -0.1479 -3.7779 -1.06 0.80 1.04
H -0.2506 -0.5500 -2.9009 -1.85 0.08 -0.88
O -0.8052 -0.6111 -3.7340 2.67 -1.44 -0.27
H -1.0093 0.3237 2.8742 0.34 1.59 -4.74
H -0.4789 -0.5529 3.8268 0.25 -0.39 0.32
O -1.1635 0.1079 3.7212 -1.07 -1.24 4.84
H -0.1915 -3.5559 0.8547 -0.81 0.25 0.40
H 0.9982 -3.8574 0.0407 0.26 0.06 0.42
O 0.7584 -3.5688 0.9403 0.62 -0.32 -0.95
```
Positions in Å, forces in eV/Å.

ΔE to the lowest compared entry with this formula, charge and spin ... 73.07 kcal per mole
Multiplicity ... 2
Gap between HOMO and LUMO (alpha / beta) ... 2.543 / 7.505 eV
Expectation value of S² ... 0.75
Total charge ... -1
E_LUMO (alpha / beta) ... 0.111 / 0.106 Eh


No. 8
Computed, not measured: C5H20AlN10O5 as an isolated structure in a non-equilibrium geometry, with wB97M-V/def2-TZVPD.

```
41
Properties=species:S:1:pos:R:3:forces:R:3
Al 0.1678 -1.3113 -0.2927 -0.44 1.67 0.25
C -3.0467 0.7438 1.2583 -1.35 -1.70 -0.83
O -1.9307 0.1861 1.0645 0.98 0.00 -0.20
N -4.2443 0.2704 0.8858 0.15 -1.80 -1.26
N -3.2372 1.8351 1.9176 1.15 2.97 1.74
H -4.2657 -0.5788 0.3394 -0.23 0.15 0.24
H -5.0866 0.6452 1.2984 0.06 -0.34 -0.31
H -2.4842 2.3605 2.3385 -0.20 -0.04 -0.05
H -4.1814 2.1923 1.9484 0.42 0.36 0.34
C 1.9969 0.2007 -3.6170 0.96 0.59 -1.97
O 1.1746 -0.0494 -2.7611 -2.04 -0.22 2.47
N 2.3980 -0.5222 -4.6126 0.22 -5.02 -2.88
N 2.6154 1.3398 -3.8842 0.10 3.39 2.74
H 3.0335 -0.0876 -5.2663 -0.40 -1.13 -0.21
H 1.9292 -1.3519 -4.9472 0.09 -0.05 0.28
H 2.4959 2.1033 -3.2340 0.49 0.35 -0.56
H 3.2311 1.2891 -4.6832 -0.09 1.67 0.69
C -3.4681 -3.0938 -0.5986 -0.65 1.00 1.88
O -2.5988 -2.1971 -0.5629 1.94 1.06 -0.50
N -3.5292 -4.1612 0.1147 1.88 -3.88 1.71
N -4.6916 -2.8947 -1.0019 -2.34 2.95 -3.26
H -2.8108 -4.4992 0.7390 -0.11 -0.18 -0.35
H -4.3375 -4.7119 -0.1370 0.71 -0.86 1.01
H -4.8790 -2.0546 -1.5305 -0.28 -0.35 -0.36
H -5.3848 -3.6291 -0.9912 -0.11 0.51 -0.11
C 3.3693 1.1268 -0.3667 3.10 0.38 -0.82
O 2.6670 0.1420 -0.5146 -1.57 -2.64 -0.34
N 4.6255 1.2500 -0.7634 1.86 -2.79 -1.52
N 3.0043 2.2561 0.0889 -4.15 3.05 2.55
H 4.9589 0.4534 -1.2873 0.81 0.26 0.22
H 5.2277 2.0220 -0.5155 -0.09 -0.25 -0.26
H 3.5750 3.0891 0.0636 -0.56 -0.04 -0.05
H 1.9992 2.2171 0.1796 -0.11 1.38 0.58
C 1.3123 0.5677 3.0997 -0.24 -1.08 3.96
O 1.0766 0.1907 1.9943 -0.71 -1.17 -6.20
N 1.8706 1.6544 3.4902 2.28 4.53 -0.70
N 1.0315 -0.1138 4.1746 -1.56 -3.44 2.69
H 2.0451 1.7312 4.4821 0.38 0.62 -0.50
H 2.3713 2.2378 2.8352 -0.11 0.13 0.31
H 0.6850 -1.0625 4.1686 -0.06 0.24 -0.25
H 1.3146 0.2147 5.0868 -0.19 -0.28 -0.17
```
Positions in Å, forces in eV/Å.

ΔE to the lowest compared entry with this formula, charge and spin ... 131.69 kcal per mole
Multiplicity ... 1
Gap between HOMO and LUMO ... 2.942 eV
Total charge ... +3
E_LUMO ... -0.559 Eh